The following is a DFT calculation (the ωB97M-V functional and the def2-TZVPD basis) of 9 unconnected molecules or ions with the total composition C48H116N8O9.

- Orbital gap (spin up / spin down): 7.12 / 2.97 eV
- Spin multiplicity: 2
- Charge: +1

XYZ file:
```
181
C48H116N8O9, DFT the ωB97M-V functional and the def2-TZVPD basis
H -4.8566 0.6873 -18.1316
H -0.1220 -0.0519 -14.2646
H -2.3675 -0.1308 -15.6216
H -7.2906 1.3203 -13.9750
H -0.4626 -5.1545 -13.3202
C 5.3549 -2.5918 -11.5638
H 2.4640 -1.7175 -20.4070
C -6.7946 0.2384 -15.7054
H -4.4865 1.8033 -15.3959
H 1.5682 -1.3068 -16.8776
C -2.9184 -2.8669 -12.3899
C 2.4177 -1.8895 -16.5213
H -2.1285 3.1221 -4.7768
H -3.2222 0.0348 -18.1674
C -3.8458 -1.6031 -8.6638
C -1.7315 2.7000 -5.7000
O -4.3645 -2.8624 -12.6816
H -3.7224 5.8903 -8.6173
C -7.5909 0.3484 -14.3665
H 1.0530 4.0505 -9.5354
H -6.0654 -1.7078 -12.0844
N 3.1689 -1.9436 -10.7055
C 2.7111 2.8375 -12.5965
H 5.7731 0.9900 -18.4015
H 4.5958 2.4530 -16.2155
C -3.0496 -0.9788 -15.6829
H -4.1529 4.9337 -11.7275
H -7.3114 -0.5354 -13.7931
C -3.1937 4.3134 -14.2121
O -0.0457 1.9726 -7.8570
H -3.2372 4.0857 -16.1581
O 4.9002 0.8355 -18.7699
H 4.7491 -2.8691 -20.0197
N -2.3723 -3.8370 -14.5973
H 1.3005 -3.1573 -8.5885
C -6.4779 -1.4909 -17.4946
C -1.5571 -1.1973 -9.2593
C 3.2672 -2.4260 -17.7227
C 4.2652 1.5807 -11.1041
C -1.1385 2.3847 -10.5262
H 4.6790 3.5277 -8.8056
H -5.0987 -1.0954 -13.2882
H -0.1954 -2.3692 -10.4226
H -4.3632 -1.7659 -9.6093
H 1.9636 1.6557 -16.2884
H -1.2342 5.2567 -15.0046
H -0.3209 -3.6602 -8.1355
H -7.7249 -1.8453 -15.8868
H -2.6581 2.8826 -15.2530
H 4.1953 1.6112 -14.8837
H 6.1273 -3.3548 -11.6603
C 3.6891 3.0822 -8.9043
H 3.6255 -4.8661 -12.5267
C 4.6015 1.4171 -15.8763
C 3.8884 -3.0246 -11.1888
C 2.4061 1.1004 -17.1154
H -3.7118 6.0392 -15.1760
H 5.5408 -1.3641 -20.0531
H -4.3124 -2.0722 -7.7976
H -6.7132 -2.4718 -17.9076
C -1.6917 4.6344 -14.2354
H 3.2059 -3.3330 -13.2142
H 2.7390 -1.5325 -11.5218
H -0.4773 5.3599 -5.4867
C -7.1388 1.4310 -16.6187
H 5.6034 1.0070 -15.7489
C -0.1571 -1.7772 -9.5082
H -0.8626 -4.4150 -11.7133
O 4.0075 2.6704 -12.0451
O -3.7286 6.4363 -13.1489
H -8.2283 1.4467 -16.6500
C -1.0813 3.5321 -9.4311
C 6.5821 -1.0027 -12.9396
H 1.9515 -0.4785 -19.2742
H 3.9672 -3.6510 -10.3002
H 5.0627 0.7944 -8.4796
H 5.7238 -2.0530 -10.6910
C -5.0782 -1.7804 -16.9690
N 4.3910 -0.1893 -17.8836
C 2.8235 -0.9205 -19.7562
H 7.3676 -1.7551 -13.0093
H 1.0776 -0.3826 -11.7522
H -4.4485 -1.9922 -17.8331
H 2.9994 3.7759 -9.3850
H -6.3616 -0.7954 -18.3258
N -1.0626 2.9663 -8.0508
H 1.6434 0.5636 -17.6797
C -0.2240 0.0918 -13.1889
H -1.9841 6.0183 -8.3025
H 5.3431 1.4455 -11.0157
C -4.0109 0.3972 -17.5081
H 2.5579 1.6506 -9.8719
O -4.6598 1.1288 -14.7352
H 3.1256 -0.1258 -20.4383
H 3.2544 2.9277 -7.9167
C -4.2405 6.0065 -11.8992
H 3.9651 0.6936 -11.6620
H -0.9428 2.0440 -5.3315
N 0.7810 -0.6993 -9.5808
C 0.0879 4.4643 -9.8279
H -6.7859 1.3663 -17.6479
H 2.1336 -3.9660 -11.9622
H -3.7006 1.3665 -17.1178
H 0.3901 -2.2063 -7.4568
H 4.2714 -1.5109 -15.6832
O -2.5829 -2.1065 -8.9744
H -0.5641 1.1134 -13.0196
H 3.7940 -3.3608 -17.5315
C -5.0080 -1.5884 -12.3203
C 3.7244 0.3751 -16.6415
H -3.9221 -0.5705 -8.3233
H -2.7859 -3.0205 -11.3189
H 0.7644 4.4692 -6.4846
H 2.0511 3.1062 -11.7717
H -1.5597 -0.4558 -8.4604
H 0.8002 -0.1377 -8.7415
C 3.3857 -0.8923 -15.8283
H -0.1894 5.5673 -7.2152
C -2.8156 5.3219 -8.4105
H 6.8056 -0.2655 -12.1685
H 0.1364 5.3729 -9.2277
C 3.6161 1.7126 -9.6183
C 0.2965 -2.7932 -8.3705
H 6.4712 -0.4434 -13.8685
H -0.3152 -3.3195 -12.9512
H -3.7684 6.6157 -11.1285
H -4.4072 -0.9348 -11.6879
H 3.6924 0.7525 -7.8509
H 3.0534 -0.4963 -14.8687
H -2.8252 -4.9651 -12.8804
H -2.5643 2.0823 -6.0361
C -2.6687 4.5371 -7.0291
H 2.2420 1.9649 -13.0511
H 3.7011 -1.1793 -10.3147
C -2.2661 -4.0601 -13.1185
C -4.4126 -0.5277 -16.4129
C -2.3819 4.4158 -9.5558
C -0.8228 -4.2710 -12.7930
H -2.3601 -1.9610 -12.6262
H -2.2634 -1.4806 -16.2471
C 3.9280 -1.3553 -18.6921
H -1.4331 4.8672 -13.2024
C 3.1724 -3.9042 -12.2865
H -8.4860 -0.7070 -16.7822
H -1.9294 1.7043 -10.2106
N -5.3266 0.0536 -15.5011
H -1.3514 2.7896 -11.5156
H -3.2144 3.8508 -9.9752
H -1.0856 3.7288 -14.2091
H -5.3017 6.2355 -11.9976
H -5.0770 5.4464 -14.4075
H 2.7343 3.5904 -13.3843
H -3.4541 3.7889 -7.1365
H 0.1072 4.6807 -10.8960
H -3.3234 -3.5148 -14.7053
H 5.8336 -2.5177 -18.6461
H 1.7166 -1.0789 -9.5547
H -3.2771 3.7080 -13.3095
H -1.7036 -3.0801 -14.6043
C 5.1246 -2.0908 -19.3554
H -8.6631 0.2734 -14.5476
C -1.3371 3.7622 -6.8086
H -6.7467 2.3339 -16.1507
O 1.0913 -0.2161 -12.6975
H -0.1917 1.8473 -10.4731
H -3.1942 -1.3609 -14.6724
H 0.7638 2.4879 -7.8840
O 5.3903 -1.7399 -12.7062
N 4.1068 0.6362 -8.7646
H 2.3757 -2.7902 -18.2332
C -7.4726 -0.9603 -16.4709
C -0.2615 4.8308 -6.4149
H -1.0222 -0.6143 -12.9603
H -2.8703 5.1982 -6.1863
H -2.1704 5.1663 -10.3175
H -4.9254 -2.6029 -16.2703
N -3.4488 3.5015 -15.3618
C -4.0141 5.6030 -14.2240
H 2.7273 1.8420 -17.8467
H -1.8217 -0.6134 -10.1409
H 1.9969 -2.7150 -15.9472
```

***

The following is a DFT calculation (the ωB97M-V functional and the def2-TZVPD basis) of a molecular structure, C5H9NO.

- Energy above the lowest of the compared OMol25 structures with the same formula, charge and spin: 144.0 kcal/mol
- Orbital gap: 6.54 eV
- Spin multiplicity: 1

XYZ file:
```
16
C5H9NO, DFT the ωB97M-V functional and the def2-TZVPD basis
H -2.5126 0.9324 -0.7006
N 0.5075 0.6980 -1.3659
C 2.3398 0.0469 0.2199
H 2.9265 0.1306 -0.6890
H -0.7782 -1.4437 -0.0725
C -1.3088 -0.5789 0.3244
C 0.8352 0.2940 -0.2561
H -0.7444 0.7120 -1.4340
H -1.9427 -0.9755 1.1261
H 0.3033 -0.3461 1.7140
C -1.8677 0.0521 -0.8374
H -0.4294 1.2157 1.2210
H 2.6478 0.8490 0.9081
O 2.2081 -1.1822 0.6158
H -2.0556 -0.6224 -1.6860
C -0.1288 0.2181 0.9120
```

***

The following is a DFT calculation (the ωB97M-V functional and the def2-TZVPD basis) of a single C3H2O2 molecule.

- Energy above the lowest of the compared OMol25 structures with the same formula, charge and spin: 114.8 kcal/mol
- Orbital gap: 8.57 eV
- Spin multiplicity: 1

XYZ file:
```
7
C3H2O2, DFT the ωB97M-V functional and the def2-TZVPD basis
C 2.0623 -0.1321 -0.1519
C -0.4878 0.2717 0.0431
H 2.7225 -0.9707 -0.1156
C -1.8509 0.0362 0.0844
O -3.0148 -0.0871 -0.0853
O 0.7217 -0.5018 0.1149
H -0.1530 1.3838 0.1104
```

***

The following is a DFT calculation (the ωB97M-V functional and the def2-TZVPD basis) of 9 unconnected molecules or ions with the total composition C9H36N18O9.

- Energy above the lowest of the compared OMol25 structures with the same formula, charge and spin: 138.1 kcal/mol
- SMILES string: NC(N)=O.NC(N)=O.NC(N)=O.NC(N)=O.NC(N)=O.NC(N)=O.NC(N)=O.NC(N)=O.NC(N)=O
- Orbital gap: 8.19 eV
- Spin multiplicity: 1

XYZ file:
```
72
C9H36N18O9, DFT the ωB97M-V functional and the def2-TZVPD basis
H -0.9124 -1.6858 -0.5204
C 2.2965 -2.4550 -2.8737
O -5.8943 -0.3030 0.3713
C -1.8677 3.0617 4.0348
H 3.6652 3.3344 -0.3850
H -2.0862 -3.3103 -2.3482
H -3.7861 1.3261 1.8663
O 1.0745 0.1318 5.0428
C -4.8758 0.0667 0.9136
N 0.3267 -4.6540 0.0610
H 1.4574 4.2530 -3.2842
H 4.8268 4.3919 0.1443
H 1.1957 -3.2274 -4.4904
C -3.3977 -3.8672 -3.8828
H -1.5636 4.3705 2.5887
H 1.5881 0.1660 -0.1104
O 2.3565 3.4826 1.8207
O -2.1949 3.7780 4.9784
N 1.7759 2.1876 4.6749
H -3.2225 -2.1360 -2.8884
H 1.9438 2.8354 3.9184
O -3.2359 -5.0760 -3.8657
C 2.3213 2.7003 -2.4927
O 1.7983 -1.3736 -2.8305
N -2.7641 -3.0232 -3.0397
H -1.5011 2.7149 2.1300
C 1.4552 1.0027 4.3066
H 1.9052 -0.1958 2.8568
H 2.8839 4.5969 -2.2024
H -5.3747 1.8921 1.7206
H 0.8874 -5.4941 0.0620
N -1.7010 1.7917 4.0791
H 3.7046 4.5215 3.1901
N 4.0933 4.7168 2.2786
H 0.8017 2.5493 -3.5768
N 1.7843 0.7823 3.0778
H -4.9080 -3.6600 -5.2217
H 2.1370 -4.3398 -3.7756
N -1.8281 3.4148 2.7806
O -1.1703 0.1321 1.1744
O 2.9780 2.1822 -1.6016
C -0.1765 -0.1240 0.4630
H -3.8899 -1.3825 0.2625
N 1.8383 -3.3763 -3.7257
H -1.9713 -5.6472 -1.8162
N -0.1307 -1.0465 -0.5377
N -3.7418 -0.5093 0.7479
H 3.6002 -2.1311 -1.4467
N -1.1164 -5.5415 -1.2889
N 4.0217 3.8435 0.4111
N 2.2635 4.0002 -2.7307
O -1.4617 -3.4692 -0.4699
H 0.6751 -1.2201 -1.1215
N 1.5121 1.9728 -3.1488
N 3.2442 -2.8415 -2.0701
H 0.8580 1.5064 0.8400
C 3.4459 3.8933 1.5493
H 1.5384 2.6162 5.5580
H -2.0436 1.2826 4.8813
H -4.5038 -2.2399 -4.4004
H 1.6478 0.9758 -3.0617
H 3.6081 -3.7646 -2.2586
H 0.6345 -3.8044 0.5121
N -4.4454 -3.2480 -4.4239
H 2.1339 1.5251 2.4895
C -0.7700 -4.4959 -0.5312
H -0.4581 -6.2710 -1.5222
N 0.8048 0.6559 0.2978
N -4.7134 1.1606 1.5019
H -1.5746 1.2330 3.2472
H 5.0372 5.0182 2.0825
H -2.8396 -0.1524 1.0286
```

***

no.,largest force on an atom (hartree/bohr)
1,0.08352
2,0.06218
3,0.11014
4,0.17176